## i
Computed, not measured: a cluster of 2 separate species, C3H2F4O in total, with ωB97M-V with the def2-TZVPD basis set.

The HOMO energy is -9.878 eV. The HOMO-LUMO gap comes out at 10.72 eV.

Geometry (Å):
F 0.74 -1.30 0.53
C 0.02 -0.68 -0.32
C -0.18 0.63 -0.29
F -0.99 1.09 -1.23
H -0.23 -1.30 -1.26
H 0.15 1.27 0.47
O 0.01 0.10 2.88
C -0.37 -1.00 2.79
F 0.38 -2.12 3.00
F -1.59 -1.46 2.57

---

## ii
Computed, not measured: the molecule C3H2F4O, with ωB97M-V with the def2-TZVPD basis set.

The HOMO energy is -11.168 eV. The HOMO-LUMO gap comes out at 11.07 eV.

Geometry (Å):
O -0.97 -0.49 -2.04
C -0.03 -0.93 -1.43
C 0.43 -0.21 -0.14
F 0.92 -1.06 0.76
F 1.54 0.52 -0.56
C -0.53 0.72 0.51
F -1.57 0.02 0.91
F 0.07 1.25 1.62
H 0.72 -1.72 -1.75
H -0.86 1.57 -0.14

---

Which one is most stable, and which one is least stable? ii is the most stable of them, while i is the least stable.